# 1
2 unconnected molecules or ions with the total composition C20H21Br2N3O2, computed with wB97M-V/def2-TZVPD.

Computed properties:
Energy above the lowest of the compared OMol25 structures with the same formula, charge and spin = 278.9 kJ/mol
LUMO energy = -0.80 eV
SMILES = COc1ccc(C=C2C=C(Br)C(=O)C(Br)=C2)cc1.C1CN=C2NCCN2C1
Electronic energy = -169729.3465 eV

Each line ends with the Mulliken charge.
Geometry (Å):
C  -1.619  -2.656  5.646  -0.8216
O  -0.712  -1.707  5.045  -0.4333
C  -0.955  -1.259  3.788  0.7912
C  -2.108  -1.611  3.039  -0.5303
C  -2.179  -1.259  1.707  -0.8991
C  -1.139  -0.531  1.059  0.2805
C  -1.200  -0.221  -0.329  -0.6698
C  -1.862  -1.010  -1.290  0.8456
C  -2.229  -0.431  -2.558  -0.4034
C  -2.802  -1.163  -3.557  -0.3002
Br  -3.313  -0.379  -5.196  -0.1575
C  -3.063  -2.626  -3.411  0.7130
O  -3.501  -3.324  -4.332  -0.6544
C  -2.726  -3.182  -2.073  -0.5071
Br  -3.109  -5.012  -1.792  -0.1649
C  -2.165  -2.408  -1.096  -0.3606
C  -0.057  -0.087  1.870  -0.0739
C  0.040  -0.438  3.193  -0.8590
H  -1.152  -2.876  6.608  0.2451
H  -2.611  -2.215  5.802  0.3239
H  -1.703  -3.573  5.049  0.3513
H  -2.921  -2.180  3.495  0.3620
H  -3.068  -1.532  1.138  0.6594
H  -0.834  0.753  -0.647  0.3248
H  -2.055  0.636  -2.695  0.4492
H  -1.950  -2.869  -0.133  0.6449
H  0.717  0.506  1.385  0.4124
H  0.876  -0.114  3.817  0.4425
C  3.298  0.285  -1.851  -0.8489
C  1.827  -0.038  -1.666  -0.8248
N  1.125  0.880  -0.777  -0.1488
C  1.632  2.079  -0.654  0.1980
N  1.140  3.106  0.109  -0.1774
C  1.911  4.306  -0.030  -0.5683
C  2.958  3.936  -1.067  -0.6671
N  2.745  2.535  -1.277  0.1180
C  3.544  1.744  -2.172  -0.5251
H  3.821  0.044  -0.923  0.3226
H  3.720  -0.334  -2.642  0.3820
H  1.344  -0.091  -2.658  0.2927
H  1.713  -1.023  -1.204  0.3414
H  0.306  3.004  0.667  0.2137
H  2.386  4.587  0.916  0.3120
H  1.285  5.135  -0.363  0.3140
H  3.980  4.118  -0.724  0.3550
H  2.801  4.512  -1.984  0.2718
H  4.590  2.026  -2.018  0.3556
H  3.270  1.955  -3.215  0.2730

=====

# 2
A molecular structure, C20H21BrGaN6O3, computed with wB97M-V/def2-TZVPD.

Computed properties:
Energy above the lowest of the compared OMol25 structures with the same formula, charge and spin = 157.2 kJ/mol
LUMO energy (spin up / spin down) = -10.66 / -9.98 eV
Electronic energy = -158555.5958 eV
Net charge = +3

Each line ends with the Mulliken charge.
Geometry (Å):
Ga  -0.149  0.214  -0.300  0.3262
C  2.966  0.615  -0.236  -1.0667
O  1.977  0.457  0.801  -0.1914
C  2.444  0.379  2.092  0.3522
C  3.789  0.468  2.415  -0.1679
C  4.206  0.312  3.733  -0.8276
Br  6.032  0.408  4.137  -0.1181
C  3.285  0.080  4.727  -0.7253
C  1.915  0.045  4.418  0.6920
C  1.492  0.176  3.088  0.6200
O  0.179  0.098  2.675  -0.6736
C  1.024  -0.124  5.546  0.2283
N  1.429  -0.720  6.687  -0.6112
C  0.399  -0.654  7.521  0.8619
C  0.308  -1.131  8.865  -0.6704
C  -0.856  -0.895  9.528  -0.5816
C  -1.931  -0.209  8.899  -0.3673
C  -1.880  0.257  7.573  -0.8777
C  -0.714  0.017  6.906  0.6172
N  -0.268  0.304  5.621  -0.0168
H  3.476  1.572  -0.136  0.4089
H  2.428  0.594  -1.183  0.2545
H  3.674  -0.212  -0.218  0.4845
H  4.535  0.634  1.653  0.5813
H  3.594  -0.056  5.753  0.6362
H  -0.323  -0.482  3.261  0.3346
H  1.147  -1.645  9.312  0.4969
H  -0.982  -1.225  10.550  0.4407
H  -2.835  -0.038  9.469  0.4249
H  -2.722  0.775  7.135  0.4448
H  -0.688  0.976  4.997  0.2482
N  -4.964  -1.749  -2.072  -0.1003
N  -6.020  -1.058  -2.407  -0.0997
H  -4.199  -1.827  -2.731  0.3023
H  -5.067  -2.446  -1.345  0.3023
H  -6.900  -1.238  -1.937  0.2988
H  -5.993  -0.481  -3.240  0.2969
N  0.671  7.464  -0.314  -0.2970
C  0.760  6.539  -1.288  0.2654
O  1.024  6.786  -2.441  -0.5688
C  0.516  5.083  -0.905  0.9082
C  0.304  4.598  0.381  -0.5460
C  0.117  3.241  0.566  -0.4158
N  0.124  2.373  -0.452  -0.1112
C  0.322  2.841  -1.694  -0.2646
C  0.526  4.176  -1.958  -0.6616
H  0.833  8.426  -0.570  0.2582
H  0.420  7.263  0.635  0.1446
H  0.294  5.242  1.249  0.2985
H  -0.034  2.825  1.555  0.4381
H  0.319  2.111  -2.498  0.4610
H  0.698  4.539  -2.963  0.5329

=====

# 3
C20H21BrN2O4S in the gas phase, computed with wB97M-V/def2-TZVPD.

Computed properties:
Energy above the lowest of the compared OMol25 structures with the same formula, charge and spin = 0.0 kJ/mol
LUMO energy = -0.13 eV
SMILES = COc1ccc(Br)c(C(=O)N2CCN(S(=O)(=O)/C=C/c3ccccc3)CC2)c1
Electronic energy = -113127.9933 eV

Each line ends with the Mulliken charge.
Geometry (Å):
C  -5.339  -3.760  1.405  -0.8658
O  -4.234  -3.211  0.724  -0.4060
C  -4.236  -1.887  0.439  0.4447
C  -5.240  -0.991  0.798  -0.3774
C  -5.130  0.346  0.459  -0.8230
C  -4.023  0.795  -0.236  0.3578
Br  -3.877  2.641  -0.677  -0.1523
C  -3.007  -0.083  -0.603  0.0880
C  -1.863  0.387  -1.459  0.0241
O  -1.930  0.334  -2.671  -0.6636
N  -0.780  0.850  -0.799  0.0192
C  -0.636  0.943  0.634  -0.1524
C  -0.398  2.408  1.039  -1.0371
N  0.680  2.995  0.290  0.0566
S  2.201  2.987  0.964  1.2878
O  3.033  3.779  0.111  -0.7093
O  2.037  3.350  2.340  -0.7608
C  2.790  1.300  0.923  -1.1400
C  3.624  0.923  -0.037  0.0348
C  4.204  -0.393  -0.253  0.8733
C  3.925  -1.484  0.572  -0.3882
C  4.497  -2.717  0.324  -0.6535
C  5.357  -2.885  -0.751  -0.4406
C  5.643  -1.811  -1.578  -0.5399
C  5.071  -0.577  -1.333  -0.4817
C  0.564  2.851  -1.140  -0.8984
C  0.343  1.389  -1.541  -0.5218
C  -3.125  -1.418  -0.268  0.0291
H  -5.123  -4.822  1.504  0.2414
H  -6.265  -3.630  0.838  0.3616
H  -5.455  -3.321  2.401  0.3468
H  -6.114  -1.319  1.337  0.4136
H  -5.909  1.039  0.736  0.4005
H  -1.530  0.558  1.126  0.4922
H  0.224  0.331  0.935  0.0965
H  -0.137  2.488  2.094  0.4284
H  -1.306  2.990  0.848  0.2226
H  2.441  0.697  1.741  0.6077
H  3.905  1.688  -0.751  0.4047
H  3.260  -1.365  1.414  0.2847
H  4.274  -3.552  0.970  0.3856
H  5.803  -3.849  -0.941  0.3826
H  6.312  -1.937  -2.415  0.3842
H  5.296  0.260  -1.977  0.3706
H  1.480  3.247  -1.577  0.4437
H  -0.286  3.454  -1.477  0.3692
H  0.103  1.311  -2.603  0.4928
H  1.235  0.792  -1.322  0.1342
H  -2.359  -2.122  -0.556  0.5325

=====

# 4
A gas-phase ion, C20H21Cl4O3 (charge -1), computed with wB97M-V/def2-TZVPD.

Computed properties:
Energy above the lowest of the compared OMol25 structures with the same formula, charge and spin = 45.1 kJ/mol
LUMO energy = 2.50 eV
SMILES = CC(C)(C)c1cccc(C(C)(C)C)c1O[C@]1([O-])C(=O)C(Cl)=C(Cl)C(Cl)=C1Cl
Electronic energy = -77313.3897 eV
Net charge = -1

Each line ends with the Mulliken charge.
Geometry (Å):
C  2.679  1.216  -2.668  -2.1986
C  1.347  0.927  -1.974  2.6055
C  0.656  2.270  -1.769  -1.6975
C  0.511  0.049  -2.902  -1.6066
C  1.530  0.200  -0.624  0.0487
C  2.726  -0.458  -0.336  -0.2956
C  2.937  -1.055  0.901  -1.5671
C  1.960  -0.983  1.883  -0.5465
C  0.789  -0.246  1.687  0.1429
C  -0.113  0.061  2.905  2.4640
C  0.742  0.198  4.170  -1.9095
C  -1.099  -1.086  3.135  -1.5379
C  -0.877  1.371  2.746  -1.8528
C  0.531  0.180  0.376  0.6547
O  -0.752  0.580  0.032  0.1310
C  -1.881  -0.208  -0.218  1.3115
O  -2.783  -0.342  0.676  -0.9403
C  -1.483  -1.726  -0.517  0.2776
O  -0.680  -2.305  0.196  -0.6596
C  -2.253  -2.388  -1.554  -0.4630
Cl  -2.253  -4.086  -1.441  -0.2131
C  -2.910  -1.718  -2.571  0.6503
Cl  -3.518  -2.613  -3.892  -0.1947
C  -3.041  -0.275  -2.551  -0.1554
Cl  -3.816  0.510  -3.867  -0.2305
C  -2.561  0.448  -1.502  -0.3811
Cl  -2.888  2.100  -1.295  -0.1827
H  3.218  0.303  -2.951  0.4222
H  2.489  1.780  -3.591  0.4428
H  3.330  1.833  -2.034  0.4171
H  -0.331  2.121  -1.342  0.1552
H  1.253  2.893  -1.097  0.3407
H  0.544  2.780  -2.731  0.4189
H  -0.480  -0.116  -2.471  0.2941
H  0.375  0.544  -3.870  0.4933
H  0.992  -0.923  -3.059  0.2550
H  3.510  -0.501  -1.094  0.2353
H  3.877  -1.570  1.107  0.3107
H  2.120  -1.476  2.845  0.2819
H  1.530  0.950  4.028  0.3973
H  0.107  0.528  5.002  0.4619
H  1.202  -0.754  4.462  0.3766
H  -1.880  -1.063  2.369  0.2087
H  -0.581  -2.051  3.108  0.1780
H  -1.571  -0.955  4.116  0.5691
H  -1.612  1.293  1.946  0.2891
H  -1.412  1.573  3.680  0.4523
H  -0.180  2.191  2.550  0.3462

=====

# 5
2 unconnected molecules or ions with the total composition C20H21ClNO2, computed with wB97M-V/def2-TZVPD.

Computed properties:
LUMO energy = 1.01 eV
Electronic energy = -39185.5766 eV
Net charge = -1

Each line ends with the Mulliken charge.
Geometry (Å):
N  5.057  0.451  3.406  -0.7241
C  3.818  0.438  2.486  -0.3288
C  2.585  -0.123  3.467  -0.5028
C  1.282  -0.579  2.580  -0.5006
C  -0.094  -0.519  3.529  -0.4440
C  -0.403  1.088  3.747  -0.2365
C  -1.914  1.417  4.292  -0.7631
Cl  -2.280  3.134  3.590  -0.3522
H  5.191  -0.564  3.682  0.2791
H  4.672  0.888  4.297  0.2948
H  3.640  1.534  2.115  0.2790
H  3.928  -0.358  1.625  0.2607
H  2.352  0.623  4.339  0.2109
H  3.026  -1.124  3.945  0.2362
H  1.087  0.097  1.631  0.2262
H  1.451  -1.706  2.275  0.3099
H  -0.928  -1.063  2.895  0.2013
H  0.030  -1.117  4.529  0.3309
H  -0.290  1.593  2.672  0.0292
H  0.392  1.569  4.475  0.1104
H  -1.878  1.522  5.466  0.1473
C  -0.496  -2.167  -6.129  -0.4269
C  -0.115  -3.107  -5.172  -0.4446
C  -0.272  -2.825  -3.814  -0.4989
C  -0.801  -1.594  -3.411  0.1688
C  -1.159  -0.644  -4.367  0.1095
C  -1.017  -0.935  -5.730  -0.5331
C  -1.672  0.678  -3.951  0.6403
O  -1.990  1.512  -4.790  -0.6998
C  -1.787  0.983  -2.511  0.3362
C  -2.217  2.253  -2.103  -0.5574
C  -2.342  2.546  -0.744  -0.5664
C  -2.048  1.571  0.210  -0.2500
C  -1.614  0.308  -0.194  -1.0049
C  -1.474  0.017  -1.557  0.4126
C  -0.981  -1.311  -1.973  0.5064
O  -0.717  -2.166  -1.135  -0.6721
H  -0.382  -2.390  -7.188  0.3765
H  0.303  -4.062  -5.484  0.3795
H  0.023  -3.567  -3.073  0.4501
H  -1.308  -0.204  -6.482  0.4413
H  -2.452  3.018  -2.841  0.4303
H  -2.671  3.534  -0.429  0.4506
H  -2.152  1.797  1.269  0.2852
H  -1.381  -0.446  0.557  0.6025